C4H14N4 | wB97M-V/def2-TZVPD

**Structure (SMILES)**: C/N=C\N.CNCN
**Molar mass**: 118.2 g mol⁻¹
**E**: -379.780917 a.u.

Element x y z (Å)
C 1.228 0.513 2.019
N 0.437 -2.191 2.250
C 1.382 -1.707 1.277
N 1.749 -0.516 1.138
H 1.076 1.417 1.433
H 1.958 0.719 2.799
H 0.296 0.241 2.513
H -0.277 -2.729 1.769
H 0.883 -2.828 2.900
H 1.795 -2.454 0.600
C -2.045 -0.109 -1.382
N -1.117 0.487 -2.325
C 0.105 1.011 -1.716
N -0.024 2.323 -1.142
H -2.897 -0.541 -1.906
H -1.588 -0.893 -0.757
H -2.421 0.656 -0.701
H -0.898 -0.161 -3.070
H 0.845 1.057 -2.518
H 0.493 0.335 -0.942
H -0.280 2.994 -1.853
H -0.700 2.374 -0.386

These are the Löwdin partial charges, in e, on atoms 1 to 5: C -0.14; N 0.03; C -0.30; N -0.02; H 0.05


C4H14N4 | wB97M-V/def2-TZVPD

**Charge**: +2
**Molar mass**: 118.2 g mol⁻¹
**E**: -379.063906 a.u.

Element x y z (Å)
C 1.541 -0.416 0.270
C 0.935 -0.478 -1.067
C -1.666 1.879 -0.250
C -2.381 -1.597 0.685
N 2.717 0.058 0.696
N -1.521 0.599 0.295
N 3.794 0.489 0.116
N -2.400 -0.271 0.193
H 0.779 -0.607 1.044
H -0.061 -0.070 -0.877
H 0.923 -1.497 -1.310
H 1.344 0.093 -1.910
H -1.402 2.543 0.607
H -0.931 2.039 -1.089
H -2.615 2.001 -0.655
H -1.403 -1.844 1.175
H -3.259 -2.013 1.168
H -2.419 -2.177 -0.260
H 2.785 -0.191 1.663
H 4.519 0.805 0.760
H 3.883 0.548 -0.899
H -3.163 0.105 -0.356

These are the Löwdin partial charges, in e, on atoms 1 to 5: C -0.04; C -0.03; C -0.01; C 0.03; N 0.00


Which value of molar mass does entry 1 give?
118.2 g mol⁻¹


Which value of E does entry 2 give?
-379.063906 a.u.


The lowest E belongs to which entry?
number 1